[1]
Formula: C26H33F6MnN3O4S2
Source: OMol25
Level of theory: the ωB97M-V functional and the def2-TZVPD basis

Computed properties:
LUMO (spin up / spin down), eV: -0.5296 / -0.6206
Energy relative to the best compared isomer or geometry (same formula, charge and spin), kJ/mol: 0.00
2S+1: 6

Cartesian coordinates (Å):
1 Mn -1.211 0.368 -1.423
2 C 5.452 0.511 0.223
3 C 5.050 -0.810 -0.448
4 C 5.859 -0.970 -1.733
5 C 5.368 -1.985 0.487
6 C 3.551 -0.786 -0.717
7 C 3.003 -0.927 -1.985
8 C 1.631 -0.825 -2.152
9 N 0.795 -0.618 -1.142
10 C 1.302 -0.529 0.101
11 C 2.660 -0.599 0.341
12 C 0.293 -0.347 1.185
13 C 0.579 -0.557 2.528
14 C -0.430 -0.409 3.473
15 C -1.697 -0.060 3.006
16 C -1.906 0.126 1.654
17 N -0.926 -0.009 0.763
18 C -0.202 -0.631 4.963
19 C -1.095 -1.790 5.429
20 C 1.251 -0.978 5.281
21 C -0.579 0.646 5.724
22 H 6.528 0.522 0.398
23 H 4.959 0.645 1.186
24 H 5.199 1.365 -0.406
25 H 6.922 -0.954 -1.492
26 H 5.667 -0.160 -2.437
27 H 5.649 -1.917 -2.231
28 H 6.438 -2.012 0.694
29 H 5.083 -2.936 0.036
30 H 4.847 -1.893 1.440
31 H 3.621 -1.081 -2.856
32 H 1.185 -0.888 -3.137
33 H 3.034 -0.478 1.347
34 H 1.572 -0.848 2.827
35 H -2.528 0.064 3.684
36 H -2.879 0.377 1.250
37 H -0.853 -2.711 4.898
38 H -2.151 -1.575 5.265
39 H -0.952 -1.962 6.496
40 H 1.563 -1.905 4.799
41 H 1.363 -1.114 6.356
42 H 1.935 -0.183 4.978
43 H -1.625 0.911 5.577
44 H 0.031 1.492 5.402
45 H -0.421 0.499 6.793
46 F -0.089 5.345 -1.349
47 C -0.238 4.581 -2.430
48 F -1.493 4.657 -2.845
49 F 0.578 5.016 -3.383
50 S 0.205 2.846 -1.974
51 O -0.696 2.498 -0.879
52 O 1.606 2.867 -1.700
53 N -0.235 1.810 -3.071
54 S -0.153 1.853 -4.676
55 O -0.596 3.101 -5.200
56 O -0.663 0.604 -5.133
57 C 1.657 1.816 -5.070
58 F 1.821 1.776 -6.389
59 F 2.268 2.897 -4.594
60 F 2.242 0.733 -4.543
61 C -6.537 0.387 -1.681
62 C -5.742 -0.915 -1.552
63 C -6.098 -1.850 -2.715
64 C -6.085 -1.597 -0.221
65 C -4.300 -0.633 -1.590
66 C -3.092 -0.461 -1.616
67 H -7.608 0.175 -1.656
68 H -6.308 0.891 -2.619
69 H -6.303 1.070 -0.864
70 H -7.167 -2.073 -2.706
71 H -5.546 -2.787 -2.639
72 H -5.847 -1.389 -3.670
73 H -7.149 -1.839 -0.182
74 H -5.854 -0.941 0.620
75 H -5.514 -2.517 -0.101

Here are the Mulliken charges for atoms 1 to 2, given in e: 0.616, -1.635



[2]
Formula: C37H40F5N3O3PS
Source: OMol25
Level of theory: the ωB97M-V functional and the def2-TZVPD basis

Computed properties:
Total charge: +1
LUMO, eV: -4.8997
Energy relative to the best compared isomer or geometry (same formula, charge and spin), kJ/mol: 245.75

Cartesian coordinates (Å):
1 C -0.563 -1.952 0.621
2 C 0.122 -1.031 1.765
3 C 0.218 0.536 1.365
4 C 1.430 1.138 2.182
5 N 1.556 2.616 1.951
6 C 2.774 0.414 1.742
7 N 2.729 -1.081 1.822
8 N 3.909 -1.682 2.357
9 C 4.071 -1.514 3.601
10 S 3.981 -1.356 5.225
11 P 2.848 -1.649 0.092
12 O 2.726 -3.145 -0.045
13 O 4.441 -1.272 -0.325
14 O 1.889 -0.793 -0.954
15 C 1.457 -1.648 2.354
16 H -1.285 -1.364 0.000
17 H 0.183 -2.540 0.032
18 H -1.194 -2.712 1.171
19 H -0.636 -1.065 2.602
20 H 0.234 0.740 0.268
21 H -0.710 1.044 1.761
22 H 1.279 0.961 3.284
23 H 1.208 3.034 2.821
24 H 2.571 2.792 2.002
25 H 2.994 0.802 0.701
26 H 3.586 0.881 2.374
27 H 4.673 -1.953 -0.985
28 H 2.395 -0.701 -1.788
29 H 1.361 -1.565 3.476
30 H 1.410 -2.760 2.156
31 F 2.619 -8.284 -4.841
32 C 2.536 -7.486 -3.765
33 C 2.788 -6.132 -3.904
34 C 2.697 -5.305 -2.790
35 C 2.366 -5.843 -1.551
36 C 2.120 -7.206 -1.424
37 C 2.200 -8.033 -2.538
38 H 3.052 -5.733 -4.876
39 H 2.885 -4.242 -2.889
40 H 2.300 -5.198 -0.685
41 H 1.867 -7.625 -0.458
42 H 2.003 -9.095 -2.461
43 F 2.934 -1.894 -4.170
44 C 1.906 -1.515 -4.955
45 C 1.645 -2.214 -6.120
46 C 0.582 -1.821 -6.923
47 C -0.199 -0.729 -6.557
48 C 0.077 -0.033 -5.387
49 C 1.133 -0.431 -4.576
50 H 2.269 -3.055 -6.392
51 H 0.363 -2.364 -7.834
52 H -1.025 -0.421 -7.188
53 H -0.529 0.820 -5.105
54 H 1.357 0.095 -3.655
55 F -2.962 0.017 1.450
56 C -3.985 0.388 0.650
57 C -4.241 -0.333 -0.504
58 C -5.297 0.047 -1.323
59 C -6.077 1.148 -0.984
60 C -5.806 1.866 0.175
61 C -4.757 1.481 1.001
62 H -3.617 -1.183 -0.756
63 H -5.511 -0.513 -2.225
64 H -6.897 1.447 -1.626
65 H -6.411 2.726 0.436
66 H -4.537 2.023 1.913
67 F -4.583 4.889 0.577
68 C -4.449 5.365 -0.675
69 C -4.580 6.724 -0.901
70 C -4.436 7.216 -2.193
71 C -4.173 6.343 -3.244
72 C -4.048 4.979 -3.004
73 C -4.181 4.486 -1.711
74 H -4.793 7.388 -0.072
75 H -4.529 8.278 -2.381
76 H -4.065 6.727 -4.251
77 H -3.847 4.299 -3.823
78 H -4.079 3.428 -1.504
79 F 0.862 4.100 4.773
80 C 1.275 3.356 5.818
81 C 2.463 2.650 5.722
82 C 2.889 1.888 6.803
83 C 2.118 1.833 7.960
84 C 0.925 2.543 8.040
85 C 0.503 3.314 6.965
86 H 3.045 2.700 4.809
87 H 3.821 1.337 6.746
88 H 2.450 1.236 8.802
89 H 0.325 2.496 8.940
90 H -0.419 3.880 7.013

Here are the Mulliken charges for atoms 1 to 2, given in e: -0.938, 0.619



[3]
Formula: C6HBr2F6I2N2O8S2
Source: OMol25
Level of theory: the ωB97M-V functional and the def2-TZVPD basis

Computed properties:
Total charge: -1
LUMO, eV: 0.8212

Cartesian coordinates (Å):
1 O -3.732 -0.249 0.532
2 N -2.865 -0.956 0.213
3 O -3.149 -2.252 0.699
4 C -2.083 -3.133 0.515
5 Br -1.953 -4.033 -1.225
6 C -0.610 -2.665 0.790
7 O -0.132 -1.643 0.918
8 O 0.073 -3.909 0.878
9 C -0.686 -4.699 1.765
10 I 0.171 -4.145 3.710
11 I -0.454 -6.837 1.543
12 C -2.180 -4.124 1.778
13 Br -2.575 -2.867 3.284
14 H -3.016 -4.832 1.766
15 C -0.343 1.344 -1.112
16 F -0.765 0.109 -1.419
17 F -1.194 2.208 -1.697
18 F -0.504 1.498 0.214
19 S 1.392 1.623 -1.635
20 O 1.369 1.448 -3.063
21 O 2.150 0.644 -0.906
22 N 1.500 3.118 -1.117
23 S 2.901 3.822 -1.359
24 O 3.222 4.141 -2.723
25 O 3.997 3.339 -0.563
26 C 2.460 5.433 -0.602
27 F 2.105 5.302 0.689
28 F 1.420 6.014 -1.227
29 F 3.482 6.301 -0.645

Here are the Mulliken charges for atoms 1 to 2, given in e: -0.394, 0.442



[4]
Formula: C18H25N3O4
Source: OMol25
Level of theory: the ωB97M-V functional and the def2-TZVPD basis

Computed properties:
SMILES: C=CCOc1ccc(/C=N/NC(=O)CN2CCOCC2)cc1OCC
LUMO, eV: 0.3662
Energy relative to the best compared isomer or geometry (same formula, charge and spin), kJ/mol: 492.17

Cartesian coordinates (Å):
1 C 6.997 1.857 -0.074
2 C 5.973 2.592 -0.461
3 C 4.544 2.147 -0.547
4 O 4.369 0.868 0.020
5 C 3.132 0.287 -0.038
6 C 2.026 0.917 -0.609
7 C 0.783 0.322 -0.651
8 C 0.600 -0.951 -0.116
9 C 1.701 -1.590 0.448
10 C 2.960 -1.006 0.503
11 O 3.880 -1.775 1.148
12 C 5.274 -1.557 1.038
13 C 5.807 -1.860 -0.359
14 H 6.893 -1.822 -0.353
15 H 5.434 -1.136 -1.078
16 H 5.492 -2.855 -0.667
17 H 5.532 -0.541 1.346
18 H 5.698 -2.263 1.759
19 H 1.602 -2.576 0.876
20 C -0.686 -1.606 -0.132
21 N -1.719 -1.034 -0.610
22 N -2.897 -1.674 -0.596
23 C -4.065 -1.122 -1.043
24 O -5.094 -1.762 -0.988
25 C -3.956 0.302 -1.578
26 N -4.272 1.368 -0.652
27 C -3.407 1.504 0.506
28 C -3.880 0.683 1.714
29 O -5.217 0.981 2.044
30 C -6.073 0.712 0.950
31 C -5.666 1.535 -0.279
32 H -6.301 1.272 -1.125
33 H -5.805 2.598 -0.046
34 H -7.077 0.986 1.278
35 H -6.053 -0.360 0.712
36 H -3.285 0.925 2.597
37 H -3.784 -0.394 1.506
38 H -2.392 1.215 0.235
39 H -3.417 2.563 0.789
40 H -2.933 0.463 -1.928
41 H -4.647 0.387 -2.421
42 H -2.951 -2.628 -0.224
43 H -0.735 -2.616 0.293
44 H -0.052 0.837 -1.096
45 H 2.129 1.905 -1.026
46 H 3.913 2.882 -0.023
47 H 4.247 2.140 -1.608
48 H 6.111 3.619 -0.772
49 H 7.996 2.256 -0.048
50 H 6.876 0.833 0.231

Here are the Mulliken charges for atoms 1 to 2, given in e: -0.722, -0.351



[5]
Formula: C5H41NO15
Source: OMol25
Level of theory: the ωB97M-V functional and the def2-TZVPD basis

Computed properties:
LUMO, eV: 0.1863
Energy relative to the best compared isomer or geometry (same formula, charge and spin), kJ/mol: 476.59

Cartesian coordinates (Å):
1 C -0.124 -0.228 0.233
2 C -0.145 0.547 -1.045
3 C -1.137 1.575 -1.233
4 O -0.544 -0.556 -1.960
5 C 0.455 0.646 1.296
6 N 1.822 0.133 1.617
7 C 2.553 1.077 2.477
8 H 0.681 -1.072 0.060
9 H -0.861 -0.896 0.546
10 H 0.809 0.752 -1.571
11 H -1.401 1.918 -2.256
12 H -2.144 1.061 -0.991
13 H -1.016 2.488 -0.606
14 H -1.434 -0.886 -1.989
15 H 0.346 1.661 1.064
16 H -0.127 0.578 2.173
17 H 2.410 -0.062 0.812
18 H 1.930 1.770 3.147
19 H 3.342 1.733 2.041
20 H 3.235 0.688 3.222
21 H -1.516 3.544 2.692
22 H -2.818 2.874 2.408
23 O -2.103 2.856 3.014
24 H 0.136 3.867 -2.365
25 H 1.039 4.986 -1.575
26 O 0.163 4.615 -1.688
27 H -0.424 3.718 0.577
28 H -1.140 4.827 -0.317
29 O -1.147 4.404 0.560
30 H -2.493 -1.615 2.301
31 H -2.689 -2.938 1.377
32 O -3.068 -2.086 1.645
33 H 1.157 -1.382 3.712
34 H 0.505 -2.496 2.803
35 O 0.711 -2.221 3.663
36 H -0.458 -3.831 1.423
37 H 0.013 -2.858 0.345
38 O -0.306 -2.895 1.273
39 H -3.108 -1.494 0.097
40 H -4.271 -0.878 -0.764
41 O -3.332 -1.215 -0.801
42 H 1.208 -0.587 -3.430
43 H 2.401 0.258 -2.953
44 O 1.850 0.038 -3.745
45 H -1.268 -1.361 3.728
46 H -2.168 -0.031 3.477
47 O -1.722 -0.776 3.208
48 H -2.714 -3.293 -1.634
49 H -2.218 -3.158 -3.037
50 O -2.280 -3.770 -2.368
51 H 3.591 -3.367 -0.091
52 H 2.438 -2.934 -0.895
53 O 3.207 -2.609 -0.488
54 H 3.780 0.818 -0.961
55 H 3.461 -0.569 -1.209
56 O 3.139 0.325 -1.430
57 H 1.306 1.536 -3.617
58 H 0.523 2.717 -4.125
59 O 0.829 2.454 -3.366
60 H -0.052 -3.448 -1.745
61 H 0.565 -1.976 -1.484
62 O 0.624 -2.983 -1.255

Here are the Mulliken charges for atoms 1 to 2, given in e: 1.030, 1.361



[6]
Formula: CH6O3Si
Source: OMol25
Level of theory: the ωB97M-V functional and the def2-TZVPD basis

Computed properties:
LUMO, eV: 0.3586
Energy relative to the best compared isomer or geometry (same formula, charge and spin), kJ/mol: 552.93

Cartesian coordinates (Å):
1 C -0.305 0.460 0.463
2 O 0.003 -0.302 1.338
3 O -1.516 1.152 0.517
4 O 2.618 0.009 -0.039
5 Si 2.254 -0.998 1.030
6 H 0.300 0.545 -0.495
7 H -2.868 0.032 -2.774
8 H -1.551 1.901 -0.130
9 H -3.584 0.372 -3.038
10 H 2.790 -0.729 2.399
11 H 1.859 -2.441 0.728

Here are the Mulliken charges for atoms 1 to 2, given in e: 0.423, -0.451



[7]
Formula: C2H4N2O2
Source: OMol25
Level of theory: the ωB97M-V functional and the def2-TZVPD basis

Computed properties:
SMILES: NC(=O)/N=C/O
LUMO, eV: 0.8736
Energy relative to the best compared isomer or geometry (same formula, charge and spin), kJ/mol: 69.82

Cartesian coordinates (Å):
1 N -0.714 -1.058 -1.533
2 C -0.783 -0.147 -0.526
3 O -1.795 0.441 -0.192
4 N 0.498 0.011 0.035
5 C 0.681 0.813 1.002
6 O 1.929 0.915 1.444
7 H -1.564 -1.337 -1.990
8 H 0.140 -1.569 -1.686
9 H 2.366 0.281 0.840
10 H -0.044 1.433 1.534

Here are the Mulliken charges for atoms 1 to 2, given in e: -0.334, 0.469



[8]
Formula: C2H4N2O2S2
Source: OMol25
Level of theory: the ωB97M-V functional and the def2-TZVPD basis

Computed properties:
SMILES: ONC(=S)C(=S)NO
LUMO, eV: 0.0315
Energy relative to the best compared isomer or geometry (same formula, charge and spin), kJ/mol: 269.99

Cartesian coordinates (Å):
1 C -0.757 -0.842 0.079
2 C 0.725 -0.839 -0.275
3 H 0.224 0.983 1.968
4 H -2.074 0.244 1.149
5 H 2.020 0.192 -1.471
6 H 0.074 1.661 -0.808
7 N -1.103 0.042 1.030
8 N 1.061 0.118 -1.132
9 O -0.308 1.169 1.202
10 O 0.178 1.083 -1.561
11 S -1.813 -1.911 -0.582
12 S 1.773 -1.899 0.401

Here are the Mulliken charges for atoms 1 to 2, given in e: 0.160, 0.123



[9]
Formula: H42O21
Source: OMol25
Level of theory: the ωB97M-V functional and the def2-TZVPD basis

Computed properties:
LUMO, eV: -0.0220
Energy relative to the best compared isomer or geometry (same formula, charge and spin), kJ/mol: 295.23

Cartesian coordinates (Å):
1 O -3.141 -1.935 -2.449
2 H -2.199 -1.882 -2.720
3 H -3.362 -1.002 -2.431
4 O -0.377 -4.688 -1.645
5 H -0.702 -4.965 -2.509
6 H -1.095 -4.526 -1.034
7 O 0.082 4.289 -0.663
8 H -0.318 5.113 -0.284
9 H -0.587 3.906 -1.310
10 O 0.299 -3.936 2.571
11 H 0.623 -3.520 1.791
12 H 1.033 -4.382 3.023
13 O 2.099 4.702 2.063
14 H 1.860 5.205 2.827
15 H 1.434 4.022 1.971
16 O -2.401 1.089 -0.208
17 H -3.211 0.609 0.051
18 H -1.799 0.368 -0.163
19 O 0.080 -1.135 3.813
20 H 0.143 -2.079 3.875
21 H 0.918 -0.735 4.023
22 O 4.217 -3.677 0.786
23 H 3.314 -3.524 0.476
24 H 4.560 -4.508 0.359
25 O -0.339 -1.686 -3.188
26 H -0.086 -2.599 -2.934
27 H 0.402 -1.209 -2.807
28 O 0.479 1.862 -3.616
29 H 1.187 2.375 -4.046
30 H 0.798 1.758 -2.694
31 O 1.747 1.147 3.484
32 H 2.614 1.527 3.199
33 H 1.038 1.636 2.993
34 O -3.980 -1.130 0.417
35 H -3.233 -1.692 0.613
36 H -4.637 -1.284 1.160
37 O 2.217 -1.168 -2.013
38 H 2.981 -1.414 -2.534
39 H 2.395 -0.283 -1.580
40 O -2.968 3.026 1.589
41 H -3.557 2.840 2.333
42 H -2.928 2.223 1.029
43 O 1.602 -3.192 -0.232
44 H 1.696 -2.430 -0.793
45 H 0.986 -3.811 -0.690
46 O -2.294 -3.431 -0.067
47 H -1.723 -2.685 0.314
48 H -2.837 -2.823 -0.678
49 O 1.451 1.181 -0.760
50 H 2.105 1.872 -0.584
51 H 0.761 1.125 -0.094
52 O -1.567 3.077 -2.166
53 H -1.847 2.170 -1.951
54 H -0.946 2.938 -2.900
55 O 0.013 2.932 1.975
56 H 0.179 2.962 1.021
57 H -1.005 2.962 2.016
58 O 3.040 3.505 -0.722
59 H 3.582 3.958 -0.079
60 H 2.191 4.001 -0.714
61 O -0.662 -1.028 0.899
62 H 0.224 -1.396 0.775
63 H -0.551 -0.624 1.814

Here are the Mulliken charges for atoms 1 to 2, given in e: -0.664, 0.445



[10]
Formula: C5H7NO
Source: OMol25
Level of theory: the ωB97M-V functional and the def2-TZVPD basis

Computed properties:
SMILES: Cn1cccc1O
LUMO, eV: 0.8995
Energy relative to the best compared isomer or geometry (same formula, charge and spin), kJ/mol: 210.32

Cartesian coordinates (Å):
1 C -1.557 0.155 0.706
2 N -0.488 0.146 -0.310
3 C -0.030 -1.107 -0.718
4 C 1.295 -1.175 -0.465
5 C 1.767 0.102 0.061
6 C 0.665 0.883 0.059
7 O 0.295 2.178 -0.046
8 H -2.527 0.002 0.229
9 H -1.568 1.118 1.228
10 H -1.368 -0.644 1.431
11 H -0.738 -1.829 -1.098
12 H 1.918 -2.027 -0.680
13 H 2.798 0.384 0.227
14 H -0.463 1.814 -0.626

Here are the Mulliken charges for atoms 1 to 2, given in e: -0.905, -0.130



no.,calculated total energy (eV)
1,-109453.9416
2,-83334.1886
3,-219856.5385
4,-31729.2866
5,-38051.1062
6,-15152.9849
7,-9214.4993
8,-30880.9576
9,-43682.7552
10,-8834.0230